(1)
DFT (ωB97M-V with the def2-TZVPD basis set) results for a 2-piece molecular cluster, C3H6N2O3S2 overall at a distorted geometry.

The calculation puts the lowest unoccupied orbital energy at -0.15 eV. The calculation puts the maximum force at 2.817 eV/A. For the total energy, the calculation gives -1249.44724 Ha.

CARTESIAN COORDINATES (ANGSTROEM)
O: 1.044 3.489 -1.537
C: 0.997 2.473 -0.869
S: 2.162 2.299 0.351
C: -0.130 1.468 -1.199
O: -1.024 2.017 -2.137
N: -0.136 0.283 -0.809
S: -0.892 -0.942 -1.489
H: 1.488 1.456 1.057
H: -0.720 2.906 -2.359
H: -1.750 -0.295 -2.317
H: 1.435 -0.602 2.067
N: 0.598 0.048 1.857
C: -0.571 -0.268 1.540
O: -0.994 -1.513 1.233
H: -1.448 0.394 1.471
H: -0.211 -1.988 0.890

(2)
DFT (ωB97M-V with the def2-TZVPD basis set) results for a 2-piece molecular cluster, C3H6N2O6 overall at a distorted geometry.

The calculation puts the lowest unoccupied orbital energy at -1.03 eV. The calculation puts the maximum force at 4.326 eV/A. For the total energy, the calculation gives -678.58845 Ha.

CARTESIAN COORDINATES (ANGSTROEM)
C: 1.425 -1.159 -0.948
C: 1.249 -0.304 0.026
O: 0.321 -0.474 0.977
N: 1.757 1.064 0.051
O: 2.459 1.485 -0.833
O: 1.406 1.719 1.020
H: 1.141 -2.117 -0.886
H: 2.088 -0.849 -1.745
H: 0.443 0.188 1.634
O: -2.687 1.669 0.327
N: -2.036 0.583 -0.016
O: -2.520 -0.553 0.714
C: -1.112 0.525 -0.976
O: -0.572 1.600 -1.575
H: -3.456 -0.403 0.837
H: -0.682 -0.409 -1.199
H: -0.935 2.456 -1.222

(3)
DFT (ωB97M-V with the def2-TZVPD basis set) results for a single C3H6N2OS molecule at a distorted geometry.

The calculation puts the lowest unoccupied orbital energy at 0.51 eV. The calculation puts the maximum force at 2.503 eV/A. For the total energy, the calculation gives -700.81398 Ha.

CARTESIAN COORDINATES (ANGSTROEM)
H: 2.386 -0.948 -0.787
N: 1.513 -0.481 -0.562
C: 0.745 -1.331 -0.075
N: -0.606 -1.090 0.232
C: -1.446 -0.078 -0.170
S: -3.058 -0.327 -0.237
O: -0.921 1.110 -0.490
C: 0.231 1.724 0.206
H: 1.031 -2.340 0.231
H: -1.197 -1.844 0.568
H: -0.103 2.709 0.490
H: 0.412 1.176 1.082
H: 1.012 1.722 -0.486

(4)
DFT (ωB97M-V with the def2-TZVPD basis set) results for a single C3H6N2OS molecule at a distorted geometry.

The calculation puts the lowest unoccupied orbital energy at 0.59 eV. The calculation puts the maximum force at 1.183 eV/A. For the total energy, the calculation gives -700.77770 Ha.

CARTESIAN COORDINATES (ANGSTROEM)
C: -2.289 0.750 0.078
C: -1.664 -0.415 -0.089
N: -0.292 -0.701 -0.160
C: 0.801 0.114 -0.120
S: 0.824 1.775 -0.133
N: 1.974 -0.620 -0.086
O: 3.167 0.058 -0.004
H: -3.349 0.714 0.113
H: -1.771 1.714 0.196
H: -2.221 -1.325 -0.227
H: -0.071 -1.679 -0.352
H: 1.975 -1.379 0.583
H: 2.916 0.991 0.202

(5)
DFT (ωB97M-V with the def2-TZVPD basis set) results for a single C3H6N2OS2 molecule at a distorted geometry.

The calculation puts the lowest unoccupied orbital energy at 0.12 eV. The calculation puts the maximum force at 7.139 eV/A. For the total energy, the calculation gives -1098.92128 Ha.

CARTESIAN COORDINATES (ANGSTROEM)
H: -1.678 -0.334 1.662
N: -1.780 0.135 0.500
C: -0.627 0.251 0.091
S: -0.193 1.122 -1.456
C: -1.644 1.757 -1.858
N: 0.500 -0.286 0.882
S: 2.127 -0.456 0.294
C: 0.266 -1.555 1.460
O: -0.794 -2.155 1.611
H: -2.363 1.080 -2.269
H: -2.153 2.446 -1.074
H: -1.465 2.663 -2.588
H: 2.740 0.968 0.361
H: 1.313 -1.908 1.768

(6)
DFT (ωB97M-V with the def2-TZVPD basis set) results for a single C3H6N2OS2 molecule at a distorted geometry.

The calculation puts the lowest unoccupied orbital energy at -0.20 eV. The calculation puts the maximum force at 5.451 eV/A. For the total energy, the calculation gives -1098.94324 Ha.

CARTESIAN COORDINATES (ANGSTROEM)
C: -1.911 -0.147 -0.347
N: -0.732 0.115 0.481
C: 0.519 0.178 0.186
N: 1.472 0.056 1.165
S: 0.997 0.128 2.779
C: 1.183 -0.072 -1.269
O: 0.459 -1.061 -1.858
S: 2.491 0.588 -2.009
H: -1.753 0.047 -1.433
H: -2.648 0.709 -0.201
H: -2.226 -1.153 -0.009
H: 2.246 0.902 0.982
H: 0.181 1.167 2.726
H: -0.278 -1.458 -1.195

(7)
DFT (ωB97M-V with the def2-TZVPD basis set) results for a single C3H6N2OS2 molecule at a distorted geometry.

The calculation puts the lowest unoccupied orbital energy at 0.54 eV. The calculation puts the maximum force at 5.548 eV/A. For the total energy, the calculation gives -1098.95518 Ha.

CARTESIAN COORDINATES (ANGSTROEM)
C: -0.497 -2.354 -0.905
C: -0.264 -1.087 -1.439
N: 0.127 0.000 -0.783
S: 0.598 -0.256 0.818
C: 0.927 1.279 1.624
O: 1.748 1.059 2.533
N: 0.482 2.480 1.276
S: -0.936 2.771 0.486
H: -1.036 -2.452 0.112
H: -1.158 -2.964 -1.574
H: 0.353 -2.865 -0.687
H: -0.752 -1.067 -2.360
H: 1.076 3.191 1.773
H: -0.668 2.266 -0.873

(8)
DFT (ωB97M-V with the def2-TZVPD basis set) results for a single C3H6N2OSi molecule at a distorted geometry.

The calculation puts the lowest unoccupied orbital energy at 0.98 eV. The calculation puts the maximum force at 3.352 eV/A. For the total energy, the calculation gives -592.05347 Ha.

CARTESIAN COORDINATES (ANGSTROEM)
Si: -1.429 1.739 0.622
O: -0.583 1.254 -0.740
N: 0.056 0.061 -0.571
C: 0.901 -0.549 -1.360
C: 1.328 -1.661 -0.673
C: 0.760 -1.517 0.642
N: -0.061 -0.522 0.686
H: -0.635 1.829 1.770
H: -1.482 3.124 0.075
H: -2.643 1.171 1.344
H: 0.944 -0.363 -2.444
H: 1.966 -2.523 -1.052
H: 0.878 -2.042 1.700